Arrangement a

# C2H2BrFO

C2H2BrFO in the gas phase (wB97M-V/def2-TZVPD, the OMol25 dataset).

Cartesian coordinates (Å):
O 1.440 1.146 -0.528
C 0.916 0.144 -0.124
C -0.580 -0.175 0.044
F -0.891 -1.320 -0.562
Br -1.904 1.166 -0.300
H 1.524 -0.715 0.282
H -0.506 -0.246 1.189

Gap between HOMO and LUMO: 10.89 eV
LUMO level: 0.4 eV
E_HOMO: -10.488 eV
SMILES string: O=C[C@H](F)Br

---

Arrangement b

# C2H2BrFO

2 unconnected molecules or ions with the total composition C2H2BrFO (wB97M-V/def2-TZVPD, the OMol25 dataset).

Cartesian coordinates (Å):
C 0.303 0.670 -0.511
C -0.703 -0.817 0.493
O -0.299 -1.091 1.555
F -1.374 -1.502 -0.431
Br 1.500 1.197 0.838
H 0.854 0.004 -1.061
H -0.282 1.539 -0.884

Gap between HOMO and LUMO: 10.12 eV
LUMO level: 0.3 eV
E_HOMO: -9.862 eV

---

Relative energies with respect to the most stable structure, expressed in kcal/mol: arrangement a 0.0; arrangement b 22.0.